The molecule C2H2ClP. Source: the Open Molecules 2025 dataset; level of theory: the ωB97M-V functional and the def2-TZVPD basis.

## Properties
**Electronic energy**: -878.8327 Eh
**SMILES**: Cl[C@@H]1C=P1
**Kohn-Sham gap**: 8.74 eV
**M**: 92.465 g/mol
**Total charge**: 0
**E_LUMO**: -0.029 eV
**HOMO level**: -8.765 eV
**Relative energy (zero: lowest compared OMol25 entry of this formula, charge and spin)**: 2.074 eV

Last column: Löwdin charge in e.
CARTESIAN COORDINATES (ANGSTROEM)
C 0.223 -0.414 -0.928  -0.35
C -1.044 -0.535 0.450  -0.96
P -0.415 -1.897 -0.632  0.81
Cl -2.564 0.232 0.119  0.49
H 0.760 0.402 -1.336  0.00
H -0.605 -0.267 1.394  0.01